# 1
{
  "formula": "C45H46IrN2P2Si",
  "method": "ωB97M-V/def2-TZVPD",
  "e_above_lowest_kj_mol": 223.1,
  "spin_multiplicity": 2,
  "s_squared": 0.760,
  "e_lumo_ev": [-13.15, -13.48],
  "total_charge": 4,
  "symbols": ["Ir", "P", "P", "Si", "N", "N", "C", "C", "C", "C", "C", "C", "C", "C", "C", "C", "C", "C", "C", "C", "C", "C", "C", "C", "C", "C", "C", "C", "C", "C", "C", "C", "C", "C", "C", "C", "C", "C", "C", "C", "C", "C", "C", "C", "C", "C", "C", "C", "C", "C", "C", "H", "H", "H", "H", "H", "H", "H", "H", "H", "H", "H", "H", "H", "H", "H", "H", "H", "H", "H", "H", "H", "H", "H", "H", "H", "H", "H", "H", "H", "H", "H", "H", "H", "H", "H", "H", "H", "H", "H", "H", "H", "H", "H", "H", "H", "H"],
  "xyz": [[-0.4662, 0.8386, 0.6348], [1.4553, -0.1051, 1.5935], [-1.2247, -0.8240, -1.3244], [-1.6600, -0.9091, 1.8142], [3.6543, 3.8581, -2.1015], [0.8835, 2.0080, -1.0532], [2.2093, 1.3001, 5.2827], [2.1457, 3.9279, -2.1635], [-4.0814, 2.3521, 1.3046], [-3.0203, -1.4143, 0.7058], [-0.4886, 0.8106, -3.4153], [3.4682, -1.5114, -1.6802], [-2.8272, -1.3243, -0.6650], [4.4156, -0.5229, -1.9082], [-3.2077, 2.8271, 0.3110], [-0.0787, -3.2939, -1.5913], [-1.8603, 2.9575, 0.5785], [2.5751, -1.3932, -0.6209], [-0.6522, -3.5447, 1.9379], [2.3426, 0.4905, 3.0179], [0.2445, -4.4509, -2.2721], [-0.3241, -2.1905, 1.7884], [1.4503, 3.3658, -0.9112], [-0.5567, -3.4647, -4.3267], [1.5851, 0.9684, 4.0942], [-2.7102, 1.2210, -2.5377], [3.5538, 0.7367, -0.0381], [1.9456, -2.6772, 2.4834], [-4.2727, -1.8143, 1.1864], [-2.2531, 2.1080, 2.8353], [-1.3537, 2.5716, 1.8506], [0.9863, -1.7855, 1.9964], [2.6174, -0.2771, 0.2136], [4.4605, 0.5996, -1.0818], [0.0115, -4.5335, -3.6412], [-0.6527, -2.2137, -2.2804], [4.3431, 0.7037, 4.3250], [3.7312, 0.3719, 3.1251], [-1.5129, 0.5026, -2.5001], [-1.8894, 2.4950, -4.4098], [-5.0805, -2.0409, -1.0739], [-2.8947, 2.2096, -3.4944], [3.5871, 1.1549, 5.4006], [-3.6089, 2.0019, 2.5567], [0.3073, -4.4457, 2.3809], [-0.8693, -2.2902, -3.6638], [-5.2969, -2.1222, 0.2993], [1.5985, -4.0053, 2.6761], [-2.1667, -0.8344, 3.5891], [-0.6848, 1.7923, -4.3730], [-3.8396, -1.6614, -1.5663], [0.0438, -5.4855, 2.5280], [-3.8359, 2.7431, -3.5489], [2.1320, 3.3738, -0.0578], [-0.7630, -3.5489, -5.3853], [3.4531, -2.3984, -2.3009], [-3.6731, -1.6217, -2.6368], [-1.6632, -3.8912, 1.7473], [-4.4470, -1.9152, 2.2515], [3.6182, 1.5890, 0.6314], [0.0960, -3.2291, -0.5230], [-2.4008, -1.8521, 3.9146], [4.0321, 4.5255, -1.4228], [-3.6045, 3.1624, -0.6368], [-3.5086, 0.9730, -1.8507], [-3.0386, -0.2128, 3.7757], [1.6291, 1.6695, 6.1178], [0.2499, 1.9848, -1.8501], [2.3379, -4.7031, 3.0464], [1.8915, 4.9761, -2.3034], [0.2770, -5.4346, -4.1786], [0.6795, -5.2899, -1.7451], [-6.2601, -2.4416, 0.6767], [1.6161, 1.3266, -1.2395], [0.6381, 4.0467, -0.6680], [5.2698, 1.3155, -1.2026], [-0.3557, 2.8852, 2.1671], [0.4333, 0.2369, -3.4069], [3.9851, 2.9198, -1.8528], [-4.3015, 1.6879, 3.3270], [-1.8844, 1.8928, 3.8297], [4.0667, 4.1063, -3.0071], [5.4153, 0.5957, 4.4228], [-2.0518, 3.2508, -5.1681], [5.1378, -0.6410, -2.7065], [-1.2263, 3.4804, -0.1241], [-1.3116, -1.4723, -4.2139], [0.0798, 1.9919, -5.1136], [-5.8756, -2.2857, -1.7662], [4.3330, 0.0017, 2.3069], [0.5090, 1.0802, 4.0003], [1.8355, 3.3883, -3.0568], [-5.1455, 2.3134, 1.1036], [1.8669, -2.1866, -0.4221], [4.0752, 1.3915, 6.3372], [2.9567, -2.3494, 2.6988], [-1.3488, -0.4727, 4.2173]],
  "lowdin_charge": [0.904, 0.987, 1.108, 0.528, 0.220, -0.029, -0.029, -0.087, 0.025, -0.300, -0.153, -0.016, -0.375, -0.021, -0.029, -0.091, -0.150, -0.055, -0.067, -0.350, -0.028, -0.338, -0.192, -0.022, -0.082, -0.079, -0.144, -0.040, -0.045, -0.070, -0.241, -0.389, -0.361, -0.079, -0.007, -0.336, -0.021, -0.075, -0.390, -0.012, -0.009, -0.026, -0.007, -0.034, -0.011, -0.062, -0.009, -0.011, -0.147, -0.048, -0.056, 0.131, 0.131, 0.121, 0.130, 0.130, 0.124, 0.125, 0.117, 0.109, 0.076, 0.074, 0.187, 0.121, 0.105, 0.030, 0.128, 0.037, 0.131, 0.146, 0.132, 0.127, 0.132, 0.052, 0.110, 0.120, 0.122, 0.119, 0.121, 0.140, 0.126, 0.190, 0.130, 0.132, 0.132, 0.092, 0.111, 0.125, 0.133, 0.110, 0.082, 0.132, 0.142, 0.085, 0.134, 0.122, 0.046]
}


# 2
{
  "formula": "C4H2O3",
  "method": "ωB97M-V/def2-TZVPD",
  "e_above_lowest_kj_mol": 0.0,
  "e_lumo_ev": -1.05,
  "total_charge": 0,
  "symbols": ["O", "O", "O", "C", "C", "C", "C", "H", "H"],
  "xyz": [[2.1800, -1.0628, -0.0942], [-2.2926, -0.9914, -0.0690], [-0.0472, -1.4370, 0.0951], [0.6723, 0.7760, 0.0167], [-1.1477, -0.5882, -0.0094], [1.0678, -0.6437, 0.0234], [-0.6091, 0.7768, -0.0349], [-1.2412, 1.6380, 0.0321], [1.4178, 1.5324, 0.0402]],
  "nbo_charge": [-0.496, -0.489, -0.482, -0.239, 0.742, 0.736, -0.260, 0.241, 0.248]
}


# 3
{
  "formula": "C29H41Cl5P2Pr",
  "method": "ωB97M-V/def2-TZVPD",
  "e_above_lowest_kj_mol": 190.6,
  "spin_multiplicity": 3,
  "s_squared": 2.005,
  "e_lumo_ev": [-3.23, -2.91],
  "total_charge": 1,
  "symbols": ["Pr", "Cl", "Cl", "Cl", "Cl", "Cl", "P", "P", "C", "C", "C", "C", "C", "C", "C", "C", "C", "C", "C", "C", "C", "C", "C", "C", "C", "C", "C", "C", "C", "C", "C", "C", "C", "C", "C", "C", "C", "H", "H", "H", "H", "H", "H", "H", "H", "H", "H", "H", "H", "H", "H", "H", "H", "H", "H", "H", "H", "H", "H", "H", "H", "H", "H", "H", "H", "H", "H", "H", "H", "H", "H", "H", "H", "H", "H", "H", "H", "H"],
  "xyz": [[-0.2646, 0.5146, 1.5536], [-0.6065, 3.1341, 0.6888], [-1.0179, 6.1445, 1.5456], [-0.9209, 1.7395, 5.9669], [-1.4086, 4.6761, 6.7274], [-1.4501, 6.9118, 4.5582], [-1.5314, -0.4377, -0.7127], [1.7321, 0.4069, -0.4056], [2.6654, 1.9282, -0.7490], [2.6540, -1.0125, -1.0487], [-1.6326, -0.2534, -3.9500], [-0.9960, -1.2186, -4.9089], [-0.8067, 3.5792, 2.4223], [-0.9483, 2.9200, 4.7143], [-0.7640, 2.5820, 3.3715], [-1.7246, -1.0119, 4.2583], [0.9515, 2.0242, -4.4325], [-0.4973, 1.7797, -4.9010], [-1.3483, 1.0692, -3.9016], [-1.0075, 4.9407, 2.7535], [1.5160, -2.0385, 2.6728], [0.4836, -0.9424, -5.2435], [0.7898, -1.2245, 3.5870], [0.9381, -3.9517, 1.0529], [-0.6058, -1.5237, 3.4314], [0.0241, 0.4678, -1.3494], [-1.4645, -2.0773, -1.4900], [1.3062, -0.4535, -4.0860], [-0.7235, -2.5174, 2.4090], [-3.0148, 0.5371, -1.1570], [-1.1940, 5.2852, 4.1111], [0.5839, -2.8548, 1.9712], [-1.1710, 4.2647, 5.0957], [2.9904, -2.0975, 2.5581], [-1.9890, -3.1659, 1.9924], [1.6215, 0.8270, -3.8265], [1.3853, -0.3810, 4.6571], [0.5554, -0.2901, -6.1263], [-1.8908, 1.7383, -3.2284], [-1.1963, -2.0473, -2.5543], [-2.0457, 0.0101, 4.0099], [1.1880, -4.8752, 1.6041], [-0.2074, 1.5211, -1.5664], [0.9936, -0.6899, 5.6372], [1.8170, -3.7027, 0.4417], [-3.8951, 0.0084, -0.7585], [3.5894, -1.1226, -0.4758], [1.5299, 2.3782, -5.2996], [2.5440, 1.0541, -3.2718], [-1.4303, -0.9850, 5.3113], [3.4187, -2.8604, 3.2284], [0.9250, -1.8901, -5.5740], [0.1715, -0.0301, -2.3060], [2.0660, -1.9354, -0.9200], [3.4459, -1.1348, 2.8233], [2.2435, 2.7584, -0.1621], [0.9630, 2.8546, -3.7125], [-2.5261, -0.6587, -3.4557], [-2.8483, -2.4978, 2.1524], [-2.9567, 1.5372, -0.6889], [-1.5597, -1.2462, -5.8547], [2.6602, 2.2254, -1.8011], [-2.1666, -4.0889, 2.5727], [3.7078, 1.7858, -0.4264], [1.1647, 0.6905, 4.5544], [1.8297, -1.2705, -3.5612], [-0.7103, -2.6931, -0.9735], [-1.0804, -2.2377, -4.5102], [-1.9718, -3.4313, 0.9271], [2.4814, -0.4836, 4.6652], [-3.1820, 0.6769, -2.2293], [-0.4995, 1.2732, -5.8731], [-2.4467, -2.5715, -1.3967], [3.3003, -2.3437, 1.5351], [-2.6115, -1.6546, 4.1545], [0.1077, -4.1975, 0.3815], [2.9236, -0.9033, -2.1040], [-0.9551, 2.7594, -5.1048]],
  "lowdin_charge": [0.765, 0.698, 0.704, 0.738, 0.719, 0.716, 0.819, 0.825, -0.244, -0.239, -0.159, -0.175, -0.628, -0.690, -0.227, -0.064, -0.161, -0.173, -0.123, -0.710, -0.245, -0.173, -0.320, -0.046, -0.348, -0.488, -0.222, -0.124, -0.264, -0.241, -0.702, -0.233, -0.707, -0.044, -0.047, -0.144, -0.053, 0.112, 0.101, 0.015, 0.048, 0.102, 0.041, 0.088, 0.063, 0.067, 0.061, 0.130, 0.092, 0.070, 0.101, 0.120, -0.005, 0.047, 0.079, 0.035, 0.112, 0.096, 0.079, 0.051, 0.131, 0.027, 0.103, 0.070, 0.041, 0.098, 0.036, 0.102, 0.054, 0.082, 0.019, 0.107, 0.077, 0.057, 0.087, 0.063, 0.026, 0.126]
}